Entry 1:
{"formula": "C44H35AsCoN2O3PS2Te", "method": "ωB97M-V/def2-TZVPD", "total_charge": -1, "spin_multiplicity": 2, "homo_lumo_gap_ev": [6.92, 6.89], "homo_energy_ev": [-4.851, -4.822], "fmax_ev_per_a": 0.227, "lumo_energy_ev": [2.1, 2.1], "elements": ["Co", "S", "C", "S", "C", "C", "N", "C", "N", "O", "C", "O", "C", "P", "C", "C", "C", "C", "C", "C", "C", "C", "C", "C", "C", "C", "H", "H", "H", "H", "H", "H", "H", "H", "H", "H", "H", "H", "C", "Te", "C", "C", "C", "C", "C", "C", "C", "H", "H", "H", "H", "H", "H", "H", "H", "O", "As", "C", "C", "C", "C", "C", "C", "C", "C", "C", "C", "C", "C", "C", "C", "C", "C", "C", "C", "H", "H", "H", "H", "H", "H", "H", "H", "H", "H", "H", "H", "H", "H", "H"], "xyz": [[-2.263, 0.024, -1.492], [-1.626, 1.323, -3.326], [-2.356, 2.596, -2.420], [-3.359, 2.007, -1.151], [-2.138, 3.944, -2.680], [-1.281, 4.373, -3.731], [-0.579, 4.746, -4.568], [-2.761, 4.954, -1.897], [-3.263, 5.780, -1.267], [-4.663, -3.179, -0.845], [-3.894, -2.393, -1.381], [-3.899, -1.115, -1.267], [-2.774, -2.947, -2.295], [-1.281, -1.993, -1.905], [-0.551, -2.793, -0.451], [0.691, -2.349, -0.001], [1.220, -2.814, 1.191], [0.499, -3.722, 1.958], [-0.739, -4.166, 1.520], [-1.265, -3.705, 0.319], [-0.109, -2.315, -3.266], [-0.352, -1.668, -4.479], [0.492, -1.863, -5.561], [1.593, -2.700, -5.443], [1.841, -3.348, -4.242], [0.991, -3.162, -3.159], [-3.032, -2.692, -3.326], [-2.665, -4.027, -2.210], [1.242, -1.618, -0.580], [2.181, -2.448, 1.530], [0.899, -4.074, 2.902], [-1.311, -4.861, 2.121], [-2.254, -4.028, 0.015], [-1.200, -1.000, -4.572], [0.293, -1.349, -6.492], [2.257, -2.846, -6.286], [2.696, -4.005, -4.144], [1.192, -3.671, -2.226], [-3.525, -1.697, 3.241], [-2.675, -0.471, 1.694], [-0.962, -0.385, 2.968], [-1.325, -1.058, 4.263], [-0.433, -1.067, 5.334], [-0.759, -1.684, 6.530], [-1.995, -2.303, 6.666], [-2.884, -2.300, 5.605], [-2.561, -1.682, 4.397], [-3.658, -2.712, 2.864], [-4.501, -1.311, 3.529], [-0.696, 0.660, 3.129], [-0.128, -0.889, 2.481], [0.529, -0.577, 5.224], [-0.057, -1.678, 7.354], [-2.264, -2.784, 7.598], [-3.849, -2.783, 5.708], [-0.493, 0.577, -0.194], [0.825, 1.571, -0.150], [1.536, 1.922, -1.891], [1.857, 3.214, -2.286], [2.339, 3.435, -3.567], [2.516, 2.369, -4.435], [2.196, 1.078, -4.038], [1.694, 0.853, -2.767], [2.281, 0.764, 0.841], [3.329, 0.134, 0.177], [4.333, -0.495, 0.901], [4.298, -0.488, 2.289], [3.261, 0.152, 2.954], [2.256, 0.778, 2.232], [0.490, 3.232, 0.737], [1.533, 3.978, 1.280], [1.260, 5.205, 1.864], [-0.047, 5.680, 1.898], [-1.081, 4.932, 1.358], [-0.817, 3.698, 0.778], [1.685, 4.051, -1.620], [2.538, 4.444, -3.900], [2.872, 2.549, -5.441], [2.298, 0.249, -4.726], [1.382, -0.144, -2.476], [3.370, 0.139, -0.905], [5.144, -0.986, 0.379], [5.083, -0.977, 2.852], [3.234, 0.166, 4.036], [1.455, 1.284, 2.754], [2.552, 3.607, 1.249], [2.065, 5.792, 2.287], [-0.256, 6.644, 2.344], [-2.094, 5.310, 1.355], [-1.624, 3.110, 0.350]]}


Entry 2:
{"formula": "C4H6N2", "method": "ωB97M-V/def2-TZVPD", "total_charge": -1, "spin_multiplicity": 2, "homo_lumo_gap_ev": [2.85, 8.70], "homo_energy_ev": [1.292, -4.630], "fmax_ev_per_a": 3.673, "lumo_energy_ev": [4.1, 4.1], "elements": ["C", "C", "C", "N", "C", "N", "H", "H", "H", "H", "H", "H"], "xyz": [[0.513, -1.012, 1.845], [0.225, -0.305, 0.531], [0.601, 0.937, 0.101], [-0.025, 1.101, -1.131], [-0.854, 0.021, -1.291], [-0.655, -0.874, -0.356], [1.287, -0.408, 2.296], [-0.438, -0.703, 2.351], [0.404, -2.090, 1.741], [1.131, 1.765, 0.520], [0.143, 1.756, -1.889], [-1.330, -0.270, -2.219]]}


Entry 3:
{"formula": "C19H20N2O5S", "method": "ωB97M-V/def2-TZVPD", "total_charge": 0, "spin_multiplicity": 1, "homo_lumo_gap_ev": 8.92, "homo_energy_ev": -8.231, "smiles": "Cc1ccccc1-c1nc(CS(=O)(=O)CC(=O)NCc2ccco2)c(C)o1", "fmax_ev_per_a": 1.367, "lumo_energy_ev": 0.7, "elements": ["C", "C", "C", "C", "C", "C", "C", "C", "N", "C", "C", "O", "C", "H", "H", "H", "C", "H", "H", "S", "O", "O", "C", "C", "O", "N", "H", "C", "C", "C", "C", "C", "O", "H", "H", "H", "H", "H", "H", "H", "H", "H", "H", "H", "H", "H", "H"], "xyz": [[-2.517, 1.542, 0.183], [-1.965, 2.324, 1.330], [-2.546, 3.530, 1.699], [-2.029, 4.300, 2.725], [-0.896, 3.879, 3.402], [-0.301, 2.683, 3.055], [-0.832, 1.894, 2.033], [-0.148, 0.651, 1.737], [1.090, 0.393, 2.059], [1.326, -0.881, 1.621], [0.182, -1.363, 1.041], [-0.750, -0.389, 1.124], [-0.139, -2.676, 0.432], [-0.129, -3.460, 1.189], [-1.123, -2.637, -0.025], [0.607, -2.922, -0.323], [2.664, -1.485, 1.678], [3.311, -0.979, 2.386], [2.648, -2.558, 1.846], [3.405, -1.245, 0.018], [4.838, -1.302, 0.116], [2.786, -2.180, -0.894], [2.943, 0.454, -0.487], [1.601, 0.560, -1.186], [0.741, 1.338, -0.827], [1.501, -0.209, -2.288], [2.110, -1.015, -2.366], [0.316, -0.184, -3.127], [-0.560, -1.378, -2.941], [-1.814, -1.512, -2.421], [-2.142, -2.886, -2.530], [-1.062, -3.481, -3.104], [-0.104, -2.578, -3.360], [-0.862, -4.499, -3.372], [-3.053, -3.359, -2.225], [-2.424, -0.732, -2.014], [-0.241, 0.719, -2.871], [0.645, -0.131, -4.171], [3.747, 0.763, -1.152], [2.943, 1.066, 0.412], [0.582, 2.331, 3.564], [-0.480, 4.480, 4.196], [-2.505, 5.233, 2.991], [-3.420, 3.876, 1.164], [-3.274, 2.117, -0.344], [-1.708, 1.297, -0.503], [-2.963, 0.610, 0.530]]}


Entry 4:
{"formula": "H30NO13", "method": "ωB97M-V/def2-TZVPD", "total_charge": 1, "spin_multiplicity": 1, "homo_lumo_gap_ev": 10.22, "homo_energy_ev": -13.594, "fmax_ev_per_a": 10.289, "lumo_energy_ev": -3.4, "elements": ["N", "H", "H", "H", "H", "O", "H", "H", "O", "H", "H", "O", "H", "H", "O", "H", "H", "O", "H", "H", "O", "H", "H", "O", "H", "H", "O", "H", "H", "O", "H", "H", "O", "H", "H", "O", "H", "H", "O", "H", "H", "O", "H", "H"], "xyz": [[0.146, -0.029, 0.029], [0.677, -0.423, 0.629], [-0.101, 0.813, 0.618], [-0.759, -0.542, -0.003], [0.397, 0.470, -0.866], [1.791, 0.130, -3.184], [2.327, -0.294, -3.967], [2.517, 0.555, -2.787], [-3.153, -0.759, -0.933], [-3.647, -0.132, -0.473], [-2.511, -0.233, -1.375], [-2.282, -2.853, 1.281], [-2.724, -2.478, 0.456], [-2.586, -3.821, 1.342], [-1.633, 2.703, 1.665], [-2.470, 2.078, 1.823], [-1.782, 3.738, 1.417], [1.858, 2.454, -0.848], [2.685, 1.986, -1.157], [1.678, 3.066, -1.662], [3.484, -0.675, -0.111], [3.397, -1.619, -0.457], [3.635, -0.085, -0.839], [0.310, -2.306, -2.007], [-0.418, -2.936, -1.858], [0.364, -1.829, -2.797], [-1.898, 1.529, -1.962], [-1.224, 2.007, -2.491], [-2.342, 2.220, -1.642], [0.518, 2.327, 3.301], [-0.189, 2.691, 2.950], [0.104, 2.129, 4.138], [-1.238, -0.679, 2.712], [-1.547, -1.205, 1.977], [-0.365, -0.941, 3.055], [1.385, -1.501, 3.322], [1.283, -1.543, 4.345], [2.082, -0.894, 3.240], [0.585, -3.100, 1.314], [-0.257, -3.179, 1.145], [0.649, -2.892, 2.282], [0.070, 1.946, -4.011], [0.716, 1.291, -3.701], [0.474, 2.817, -3.897]]}


Entry 5:
{"formula": "C27H59N2O4P", "method": "ωB97M-V/def2-TZVPD", "total_charge": 0, "spin_multiplicity": 1, "homo_lumo_gap_ev": 8.52, "homo_energy_ev": -8.282, "smiles": "CCCCCCCCCCCC[C@H]1OC(=O)O[C@@H]1[PH2]=O.CCN(CC)CC.CCN(CC)CC", "fmax_ev_per_a": 9.920, "lumo_energy_ev": 0.2, "elements": ["C", "C", "C", "C", "C", "C", "C", "C", "C", "C", "C", "C", "C", "O", "C", "O", "O", "C", "P", "O", "H", "H", "H", "H", "H", "H", "H", "H", "H", "H", "H", "H", "H", "H", "H", "H", "H", "H", "H", "H", "H", "H", "H", "H", "H", "H", "H", "H", "H", "C", "C", "N", "C", "C", "C", "C", "H", "H", "H", "H", "H", "H", "H", "H", "H", "H", "H", "H", "H", "H", "H", "C", "C", "N", "C", "C", "C", "C", "H", "H", "H", "H", "H", "H", "H", "H", "H", "H", "H", "H", "H", "H", "H"], "xyz": [[1.109, 0.917, 7.641], [1.418, 2.405, 7.013], [1.583, 2.446, 5.383], [0.886, 1.197, 4.582], [-0.769, 1.187, 4.650], [-1.479, 0.939, 3.185], [-2.049, -0.617, 2.987], [-0.942, -1.385, 2.051], [-1.443, -2.847, 1.472], [-0.352, -3.279, 0.285], [0.037, -4.865, 0.307], [1.348, -5.283, 1.176], [1.860, -4.236, 2.307], [1.778, -4.919, 3.629], [2.509, -4.042, 4.576], [2.165, -3.627, 5.810], [3.748, -3.657, 3.844], [3.490, -3.881, 2.387], [4.011, -2.142, 1.687], [5.404, -1.721, 2.382], [1.623, 0.897, 8.714], [1.545, 0.022, 7.025], [-0.069, 0.815, 7.748], [2.415, 2.857, 7.468], [0.540, 3.106, 7.361], [2.737, 2.569, 5.110], [1.058, 3.436, 4.978], [1.356, 0.134, 4.857], [1.152, 1.348, 3.429], [-1.137, 0.357, 5.388], [-1.143, 2.246, 5.023], [-0.717, 1.116, 2.295], [-2.362, 1.704, 3.028], [-2.145, -1.187, 4.029], [-3.129, -0.599, 2.487], [-0.725, -0.718, 1.089], [0.076, -1.448, 2.646], [-1.531, -3.638, 2.329], [-2.532, -2.726, 1.006], [-0.875, -3.030, -0.732], [0.590, -2.597, 0.431], [0.266, -5.171, -0.824], [-0.899, -5.536, 0.606], [2.251, -5.554, 0.469], [1.077, -6.300, 1.740], [1.388, -3.179, 2.443], [4.209, -4.759, 2.039], [4.318, -2.280, 0.268], [2.983, -1.150, 1.882], [1.794, 1.389, -5.133], [1.402, 1.416, -3.658], [1.447, 0.106, -3.001], [0.826, 0.108, -1.671], [1.483, 0.955, -0.586], [2.713, -0.621, -3.093], [3.960, 0.055, -2.536], [1.165, 0.693, -5.698], [1.667, 2.386, -5.568], [2.842, 1.106, -5.274], [0.375, 1.797, -3.613], [2.033, 2.150, -3.141], [0.742, -0.924, -1.310], [-0.212, 0.449, -1.783], [2.389, 0.483, -0.201], [0.798, 1.064, 0.262], [1.732, 1.962, -0.933], [2.898, -0.862, -4.148], [2.604, -1.606, -2.614], [4.022, 1.113, -2.803], [4.854, -0.433, -2.938], [4.016, -0.034, -1.449], [-5.457, 2.585, -6.411], [-5.060, 2.688, -4.940], [-4.059, 1.704, -4.518], [-3.883, 1.649, -3.062], [-3.322, 2.889, -2.372], [-2.819, 1.668, -5.294], [-1.993, 2.947, -5.368], [-5.829, 1.583, -6.651], [-6.256, 3.301, -6.630], [-4.622, 2.817, -7.078], [-5.975, 2.533, -4.356], [-4.729, 3.714, -4.738], [-3.255, 0.788, -2.805], [-4.859, 1.426, -2.612], [-2.246, 2.987, -2.533], [-3.473, 2.808, -1.290], [-3.812, 3.810, -2.700], [-3.060, 1.358, -6.318], [-2.177, 0.857, -4.919], [-2.606, 3.836, -5.530], [-1.289, 2.882, -6.205], [-1.396, 3.094, -4.466]]}


Entry 6:
{"formula": "C24H30AuN3O3PS", "method": "ωB97M-V/def2-TZVPD", "total_charge": 3, "spin_multiplicity": 1, "homo_lumo_gap_ev": 8.41, "homo_energy_ev": -17.180, "fmax_ev_per_a": 0.927, "lumo_energy_ev": -8.8, "elements": ["Au", "N", "C", "C", "C", "N", "C", "C", "N", "C", "H", "H", "H", "H", "H", "H", "H", "H", "H", "H", "H", "H", "H", "H", "H", "H", "O", "S", "O", "O", "C", "C", "C", "C", "C", "C", "P", "C", "C", "C", "C", "C", "C", "C", "C", "C", "C", "C", "C", "H", "H", "H", "H", "H", "H", "H", "H", "H", "H", "H", "H", "H", "H"], "xyz": [[-1.269, 0.757, -0.565], [-4.580, 2.103, -0.544], [-4.463, 3.329, 0.352], [-3.246, 4.176, -0.004], [-1.880, 3.766, 0.565], [-1.073, 2.920, -0.385], [-1.965, 3.147, 1.959], [-3.145, 2.215, 2.222], [-2.951, 0.907, 1.544], [-4.461, 2.861, 1.797], [-4.508, 2.349, -1.533], [-5.485, 1.649, -0.403], [-3.838, 1.435, -0.279], [-5.361, 3.909, 0.141], [-3.467, 5.160, 0.417], [-3.188, 4.350, -1.084], [-1.314, 4.695, 0.659], [-0.101, 3.033, -0.101], [-1.115, 3.335, -1.313], [-2.038, 3.969, 2.674], [-1.023, 2.643, 2.197], [-3.200, 2.064, 3.304], [-3.720, 0.288, 1.795], [-2.131, 0.460, 1.952], [-4.642, 3.734, 2.427], [-5.302, 2.187, 1.984], [-0.277, -0.565, 1.701], [1.089, -0.828, 2.045], [1.675, -0.207, 3.167], [1.953, -0.402, 0.751], [1.375, -2.562, 1.901], [1.162, -3.477, 2.913], [1.395, -4.818, 2.624], [1.830, -5.218, 1.365], [2.053, -4.285, 0.359], [1.820, -2.945, 0.640], [2.178, -1.538, -0.389], [0.938, -1.188, -1.624], [-0.425, -1.359, -1.259], [-1.411, -0.938, -2.167], [-1.047, -0.409, -3.422], [0.279, -0.311, -3.770], [1.280, -0.680, -2.859], [3.834, -1.450, -0.952], [4.765, -0.703, -0.224], [6.094, -0.731, -0.613], [6.487, -1.505, -1.698], [5.558, -2.256, -2.412], [4.225, -2.234, -2.047], [0.839, -3.163, 3.897], [1.248, -5.560, 3.398], [2.017, -6.265, 1.171], [2.426, -4.601, -0.607], [-0.707, -1.971, -0.411], [-2.448, -1.169, -1.953], [-1.813, -0.136, -4.135], [0.555, 0.052, -4.751], [2.319, -0.547, -3.133], [4.462, -0.111, 0.629], [6.825, -0.153, -0.064], [7.528, -1.528, -1.990], [5.875, -2.857, -3.252], [3.508, -2.825, -2.606]]}